{
  "formula": "C25H42BCl2IrN6",
  "method": "the ωB97M-V functional and the def2-TZVPD basis",
  "elements": ["H", "N", "C", "C", "H", "H", "N", "C", "H", "C", "H", "N", "H", "C", "C", "C", "C", "H", "H", "H", "H", "H", "H", "H", "H", "C", "C", "N", "H", "H", "H", "H", "H", "H", "C", "H", "C", "H", "B", "H", "C", "H", "C", "H", "C", "H", "H", "H", "H", "C", "H", "C", "H", "C", "H", "H", "H", "H", "H", "C", "Ir", "C", "Cl", "N", "H", "C", "H", "H", "Cl", "H", "H", "H", "N", "C", "C", "C", "C"],
  "coordinates": [[0.782, 4.011, -1.184], [-0.512, -1.685, -0.672], [-1.407, -2.477, 2.220], [4.282, -1.527, -2.679], [-0.330, 4.737, -2.346], [-1.778, 1.483, 0.163], [-0.200, 0.821, -1.944], [3.507, -1.010, -1.520], [1.690, 0.218, -5.445], [0.106, -4.053, -3.424], [0.108, -0.519, -5.728], [2.168, -0.823, -1.551], [0.394, 1.160, -6.182], [-2.252, -2.596, 0.944], [-0.314, -3.293, -2.225], [2.738, 0.140, 1.920], [3.634, 1.351, 2.216], [4.678, 1.123, 2.004], [-2.188, 2.279, 4.921], [-2.973, 4.063, -0.852], [-2.720, 3.841, -2.581], [1.183, -4.228, -3.406], [3.561, 1.615, 3.271], [-1.291, 2.997, 0.857], [3.942, -2.520, -2.974], [-1.341, -2.620, -0.260], [-1.046, 2.337, 0.021], [0.098, -2.104, -1.896], [-3.699, -4.027, 0.128], [4.190, -0.866, -3.541], [-1.797, -4.632, -1.176], [4.224, -1.332, 2.539], [0.566, -0.288, 1.875], [-3.871, -1.531, -0.072], [-1.608, 2.414, 4.016], [-0.405, -5.012, -3.462], [0.159, 0.864, -4.099], [3.347, 2.220, 1.622], [1.121, -1.135, -2.624], [-0.548, 2.482, 4.226], [0.615, 0.401, -5.437], [-2.699, -0.457, 0.709], [2.843, -0.243, 0.471], [-2.069, -2.393, 3.081], [3.190, -1.071, 2.753], [-3.852, -1.353, 1.684], [2.567, -1.948, 2.559], [-0.772, -3.352, 2.361], [1.021, 1.492, 1.924], [-0.267, 4.251, -1.374], [-3.269, 2.481, -1.599], [-3.059, -3.899, 1.003], [5.334, -1.594, -2.412], [-1.256, -3.699, -1.210], [-0.124, -3.493, -4.332], [1.582, -1.674, -3.571], [-0.609, 4.961, -0.620], [-0.775, -1.590, 2.210], [4.971, -0.709, 0.098], [3.956, -0.655, -0.257], [-0.094, 0.219, -0.096], [-0.456, 2.059, -3.743], [-1.875, 0.944, 3.012], [0.309, 0.117, -2.981], [1.112, 0.480, 3.341], [1.287, 0.492, 2.265], [3.122, -0.830, 3.815], [0.071, 2.108, 0.273], [-2.136, 3.871, 3.191], [-0.712, 2.864, -4.411], [-2.415, -4.773, 1.113], [-3.710, -3.868, 1.875], [1.779, -0.341, -0.335], [-1.152, 2.994, -1.353], [-3.223, -1.413, 0.797], [-2.623, 3.361, -1.609], [-0.651, 2.012, -2.368]],
  "atomic_forces_ev_per_a": [[0.0, 0.0, 0.0], [-0.1, 0.0, 0.1], [0.1, 0.0, 0.0], [0.0, 0.0, 0.0], [0.0, 0.0, 0.0], [0.1, 0.0, 0.0], [-0.2, -0.1, 0.0], [0.1, 0.0, 0.2], [0.0, 0.0, 0.0], [0.0, 0.0, 0.0], [0.0, 0.0, 0.0], [0.0, 0.1, -0.1], [0.0, 0.0, 0.0], [0.0, 0.0, 0.0], [0.0, 0.1, -0.1], [0.0, -0.2, -0.1], [-0.1, 0.0, 0.0], [0.0, 0.0, 0.0], [0.0, 0.0, 0.0], [0.0, 0.0, 0.0], [0.0, 0.0, 0.0], [0.0, 0.0, 0.0], [0.0, 0.0, 0.0], [0.0, 0.0, 0.0], [0.0, 0.0, 0.0], [0.0, 0.1, 0.0], [0.1, 0.0, 0.1], [0.0, -0.1, 0.0], [0.0, 0.0, 0.0], [0.0, 0.0, 0.0], [0.0, 0.0, 0.0], [0.0, 0.0, 0.0], [0.0, 0.0, 0.1], [0.0, 0.0, 0.0], [-0.1, 0.0, 0.0], [0.0, 0.0, 0.0], [0.0, 0.0, 0.0], [0.0, 0.0, 0.0], [0.0, 0.1, 0.0], [0.0, 0.0, 0.0], [0.0, 0.0, 0.0], [0.0, 0.0, 0.0], [0.1, 0.0, 0.1], [0.0, 0.0, 0.0], [-0.1, 0.0, 0.1], [0.0, 0.0, 0.0], [0.0, 0.0, 0.0], [0.0, 0.0, 0.0], [0.1, 0.0, 0.1], [0.0, 0.0, 0.0], [0.0, 0.0, 0.0], [0.0, 0.0, 0.0], [0.0, 0.0, 0.0], [0.0, -0.1, 0.0], [0.0, 0.0, 0.0], [0.0, 0.0, 0.0], [0.0, 0.0, 0.0], [0.0, 0.0, 0.0], [0.0, 0.0, 0.0], [0.0, 0.0, -0.1], [0.2, 0.1, 0.0], [0.0, 0.0, 0.0], [-0.1, 0.1, 0.1], [0.0, 0.0, 0.1], [-0.1, -0.2, 0.0], [0.2, 0.2, -0.2], [0.0, 0.0, 0.0], [-0.1, 0.0, -0.1], [0.0, 0.0, 0.0], [0.0, 0.0, 0.0], [0.0, 0.0, 0.0], [0.0, 0.0, 0.0], [-0.1, -0.1, -0.2], [0.0, 0.0, 0.0], [0.0, 0.0, 0.0], [0.0, 0.0, 0.0], [0.0, -0.1, 0.0]],
  "e_above_lowest_kcal_mol": 6.6,
  "s2": 0.76,
  "e_homo_ha": [-0.6620, -0.6615],
  "charge": 3,
  "spin_multiplicity": 2
}

=====

{
  "formula": "C8H11N4",
  "method": "the ωB97M-V functional and the def2-TZVPD basis",
  "elements": ["H", "H", "H", "H", "H", "C", "H", "C", "H", "H", "N", "C", "C", "C", "N", "C", "C", "N", "H", "C", "H", "N", "H"],
  "coordinates": [[-1.468, -1.174, 1.794], [4.220, 0.481, 0.831], [-1.117, 0.493, 1.589], [1.549, -2.530, -0.894], [-3.765, -1.388, -1.016], [-2.371, -0.381, 0.157], [2.604, 2.129, 0.583], [2.296, 1.104, 0.420], [3.620, -2.031, 0.053], [-2.560, 0.554, -1.667], [-2.007, 0.543, -0.802], [0.864, -0.619, -0.326], [2.984, -1.121, 0.065], [-1.242, 1.693, -0.831], [-3.263, -1.334, -0.121], [1.760, -1.577, -0.465], [3.230, 0.103, 0.512], [0.007, 1.696, -0.147], [-3.566, -1.933, 0.532], [1.014, 0.670, 0.004], [-1.338, 2.307, -1.762], [-1.830, -0.333, 1.351], [0.380, 2.651, 0.140]],
  "atomic_forces_ev_per_a": [[-0.6, -0.1, -0.1], [-0.4, -1.0, -0.1], [-2.2, -2.2, -1.2], [0.3, -0.6, 0.0], [0.7, 0.2, 0.6], [0.5, 1.5, -2.0], [-0.4, 0.1, 0.2], [-1.4, -0.8, -0.4], [0.8, 1.4, 0.4], [-0.1, -0.6, 0.8], [-2.1, -1.4, -0.6], [-2.9, 0.2, -1.0], [0.3, -5.8, -1.3], [2.7, 0.5, 0.6], [0.8, 2.4, -4.0], [0.9, 0.9, 0.9], [2.2, 3.0, 0.8], [-0.2, 1.4, 0.6], [-1.1, -2.4, 3.0], [0.1, 3.4, 0.2], [-0.1, -0.6, 1.1], [3.4, 2.4, 2.5], [-0.9, -1.9, -0.8]],
  "e_above_lowest_kcal_mol": 3.5,
  "s2": 2.02,
  "e_homo_ha": [-0.3914, -0.4354],
  "charge": 1,
  "spin_multiplicity": 3
}

=====

{
  "formula": "C7H13O2PS3",
  "method": "the ωB97M-V functional and the def2-TZVPD basis",
  "elements": ["H", "H", "H", "H", "C", "O", "H", "C", "S", "H", "C", "C", "C", "S", "C", "H", "H", "P", "H", "S", "C", "H", "O", "H", "H", "H"],
  "coordinates": [[-3.499, 2.002, 0.762], [-1.565, -2.529, -0.045], [-3.693, 0.531, -0.891], [4.558, -0.295, 0.040], [-2.555, 2.499, 0.579], [0.388, -2.553, -0.323], [2.855, -1.722, -0.373], [-0.751, -3.122, 0.398], [-3.259, -0.518, -0.293], [-2.389, 3.381, 1.108], [2.554, 0.334, -0.340], [-1.498, 1.529, 0.982], [3.975, 0.322, -0.707], [-0.929, 0.753, -2.304], [2.012, -0.966, -0.327], [-2.369, 2.749, -0.424], [-0.586, -3.025, 1.497], [-1.279, 0.376, -0.439], [-0.652, 2.204, 1.086], [1.921, 1.796, 0.247], [0.736, -1.326, -0.114], [-0.972, -4.153, -0.015], [-0.191, -0.491, 0.397], [-1.589, 0.830, 1.831], [4.315, -0.033, -1.684], [4.461, 1.426, -0.645]],
  "atomic_forces_ev_per_a": [[-0.6, 0.8, -0.2], [-0.3, -0.3, 1.1], [-0.7, 1.3, -0.9], [-0.6, 0.5, -0.6], [-1.0, -1.6, 1.1], [-0.3, -2.4, 0.2], [-1.8, 0.4, -0.4], [-0.5, 0.4, -1.4], [1.2, -1.7, 0.9], [-0.4, 1.5, 1.2], [-0.6, 2.3, 1.2], [1.3, 0.0, -1.2], [3.8, 2.7, 0.5], [0.2, 0.0, 0.9], [1.5, -0.8, 0.1], [-0.3, 0.3, -1.6], [-0.4, -0.3, -1.0], [-0.5, 0.9, 0.3], [0.8, -1.0, 0.1], [0.4, -1.6, -0.9], [0.4, 0.5, 0.5], [1.0, 1.1, 0.9], [0.1, -0.9, -0.4], [-0.4, 0.7, -0.2], [-0.8, -0.3, -0.1], [-1.3, -2.6, 0.0]],
  "e_above_lowest_kcal_mol": 0.0,
  "e_homo_ha": -0.2958,
  "smiles": "CC[P@](=S)(S)O/C(=C\\C(C)=S)OC"
}